{
  "formula": "C29H34IN2O3S3SbSc",
  "method": "ωB97M-V/def2-TZVPD",
  "elements": ["I", "Sb", "Sc", "S", "S", "S", "O", "O", "O", "N", "N", "C", "C", "C", "C", "C", "C", "C", "C", "C", "C", "C", "C", "C", "C", "C", "C", "C", "C", "C", "C", "C", "C", "C", "C", "C", "C", "C", "C", "C", "H", "H", "H", "H", "H", "H", "H", "H", "H", "H", "H", "H", "H", "H", "H", "H", "H", "H", "H", "H", "H", "H", "H", "H", "H", "H", "H", "H", "H", "H", "H", "H", "H", "H"],
  "coordinates": [[-0.97, 3.55, -2.18], [1.87, 0.41, -2.46], [-0.93, 1.08, -0.80], [-2.25, -3.29, -2.64], [-2.83, 1.05, 0.92], [-2.04, -0.40, -2.58], [-2.18, 7.20, 3.68], [-1.85, 5.98, 5.48], [0.55, 1.50, 0.26], [-1.05, -2.08, -0.66], [-0.50, -0.98, -0.01], [-2.85, 3.78, 1.31], [3.11, 3.21, -3.29], [1.75, 0.42, 4.04], [-2.16, 4.84, 3.37], [0.92, 1.11, 1.45], [1.64, 1.06, -5.62], [2.11, 1.65, 3.49], [-1.75, -6.23, 1.60], [-2.07, 6.10, 4.14], [-1.80, 3.59, 3.87], [3.65, -0.45, -3.40], [2.85, 2.33, -2.08], [-0.61, -2.41, 1.96], [1.70, 1.99, 2.23], [-1.20, -5.65, 0.46], [0.83, 0.72, -4.37], [-3.94, -5.94, 0.68], [4.74, -0.78, -2.38], [-0.19, -1.16, 1.24], [0.57, -0.16, 1.99], [0.99, -0.46, 3.29], [-3.12, -6.38, 1.71], [-3.39, -5.37, -0.46], [-2.66, 4.91, 2.06], [-2.52, 2.52, 1.82], [-2.01, -5.22, -0.58], [-1.39, -4.68, -1.84], [-1.66, -1.87, -1.77], [-1.97, 2.45, 3.11], [4.03, 0.25, -4.15], [0.96, 1.16, -6.47], [2.71, 2.35, 4.06], [-3.55, -6.83, 2.59], [2.23, 2.85, -1.36], [-3.25, 3.84, 0.31], [2.07, 0.14, 5.04], [-1.68, 1.48, 3.49], [-1.09, -2.15, 2.90], [1.94, 2.95, 1.79], [-1.31, -2.97, 1.34], [3.71, 2.69, -4.05], [2.17, 2.00, -5.50], [3.79, 2.06, -1.59], [2.37, 0.28, -5.86], [-4.02, -5.00, -1.25], [3.33, -1.35, -3.92], [-1.35, 3.48, 4.85], [-0.12, -5.52, 0.39], [0.73, -1.41, 3.73], [-2.91, 5.89, 1.67], [0.25, -3.05, 2.16], [0.30, -0.23, -4.52], [3.67, 4.11, -3.00], [-1.40, -5.45, -2.61], [5.18, 0.13, -1.96], [-5.01, -6.04, 0.76], [0.07, 1.48, -4.20], [5.55, -1.36, -2.84], [-1.81, 5.05, 5.73], [4.35, -1.37, -1.55], [-0.36, -4.36, -1.67], [-1.10, -6.55, 2.41], [2.18, 3.54, -3.74]],
  "lowdin_charge": [0.143, 1.411, 0.089, 0.879, 0.593, 0.514, 0.102, 0.096, -0.300, -0.063, -0.074, -0.118, -0.202, -0.105, -0.152, -0.325, -0.192, -0.090, -0.096, -0.488, -0.037, -0.455, -0.439, -0.018, -0.006, -0.067, -0.462, -0.087, -0.219, -0.259, -0.106, -0.049, -0.104, -0.057, -0.008, -0.678, -0.293, -0.425, -1.113, -0.111, 0.036, 0.065, 0.100, 0.095, 0.007, 0.078, 0.093, 0.099, 0.090, 0.121, 0.055, 0.048, 0.039, 0.035, 0.051, 0.094, 0.043, 0.106, 0.113, 0.097, 0.120, 0.095, 0.019, 0.064, 0.076, 0.052, 0.099, -0.028, 0.058, 0.077, 0.054, 0.073, 0.098, 0.045],
  "e_lumo_ev": 2.19,
  "orbital_gap_ev": 7.47,
  "relative_energy_kcal_mol": 13.57,
  "charge": -1,
  "max_force_ha_per_bohr": 0.0339
}